No. 1
Below is the molecule C5H8O, with properties calculated with ωB97M-V/def2-TZVPD.

```
14
Properties=species:S:1:pos:R:3:forces:R:3
C 1.6555 0.5806 0.5410 0.1 -0.2 0.0
C 0.4281 0.4703 -0.3273 -0.3 -2.4 -0.3
C -0.4117 -1.0866 -0.8016 0.2 0.0 0.8
C -1.5377 -0.4872 -0.0303 -0.5 -0.3 0.0
O -1.1097 -0.2695 1.2993 -0.2 0.1 0.2
C -0.8804 0.7678 0.3237 -0.2 0.2 -0.2
H 1.5283 -0.0463 1.4305 0.2 0.1 -0.1
H 1.7917 1.6146 0.9029 -0.2 -0.3 -0.3
H 2.5729 0.3054 0.0165 -0.1 -0.1 0.1
H 0.4938 0.2415 -1.3728 0.6 2.8 -1.0
H 0.0179 -2.0286 -0.4747 -0.1 -0.1 0.3
H -0.6327 -1.1361 -1.8950 0.5 0.3 0.7
H -2.5917 -0.6509 -0.2022 -0.1 0.0 0.1
H -1.3242 1.7251 0.5900 0.2 -0.1 -0.2
```
Positions in Å, forces in eV/Å.

Computed properties:
Energy ... -270.41237 a.u.
Relative energy (zero: lowest compared OMol25 entry of this formula, charge and spin) ... 91.3 kcal/mol
LUMO energy ... 1.151 eV
Total charge ... 0
Maximum force ... 2.99 eV/Å

***

No. 2
Below is a cluster of 2 separate species, C5H8O in total, with properties calculated with ωB97M-V/def2-TZVPD.

```
14
Properties=species:S:1:pos:R:3:forces:R:3
C -0.4525 1.3511 -0.3709 -2.3 -1.0 1.6
C 0.3522 0.2327 -0.9420 -0.7 -0.8 0.5
C 1.3999 -0.4822 -0.1178 0.5 0.4 -0.1
C 0.0049 -0.9723 -0.0853 -0.1 -0.2 -0.8
C -0.8094 -0.7170 1.1600 1.5 -2.1 0.5
O -1.5778 -1.5891 1.5157 -0.4 0.8 0.1
H -0.0344 1.8406 0.5001 0.3 0.3 -0.1
H -0.8275 2.0628 -1.1255 -0.2 -0.4 0.7
H -1.4681 0.5897 0.4221 1.5 3.3 -2.8
H 0.3476 0.0893 -2.0256 0.0 0.1 0.5
H 1.7688 0.0544 0.7518 0.0 -0.1 0.0
H 2.1349 -1.0842 -0.6420 0.0 0.2 0.1
H -0.3143 -1.8543 -0.6135 0.3 -0.4 0.1
H -0.3631 0.0037 1.8896 -0.4 0.0 -0.2
```
Positions in Å, forces in eV/Å.

Computed properties:
Energy ... -270.41859 a.u.
Relative energy (zero: lowest compared OMol25 entry of this formula, charge and spin) ... 87.4 kcal/mol
LUMO energy ... 0.266 eV
Total charge ... 0
Maximum force ... 4.61 eV/Å

***

No. 3
Below is the molecule C5H8O, with properties calculated with ωB97M-V/def2-TZVPD.

```
14
Properties=species:S:1:pos:R:3:forces:R:3
O -2.7033 -0.2666 -0.2989 -1.0 -0.7 0.5
C -1.3860 -0.1034 -0.4607 0.9 1.0 -1.7
C 1.1341 1.6862 0.0155 -0.1 0.3 0.2
C 1.6609 0.4320 0.1680 0.4 -0.5 0.0
C 1.0296 -0.8222 0.1567 0.5 0.8 -0.4
C -0.4199 -0.9966 0.1721 -1.1 -0.1 1.4
H -2.8911 -1.1620 0.0246 0.0 0.3 -0.1
H -1.1428 0.8260 -0.9522 -0.1 -0.3 0.0
H 1.7609 2.5559 0.1876 0.0 -0.2 -0.1
H 0.0977 1.9009 -0.2061 0.2 -0.1 0.1
H 2.7358 0.3959 0.3552 -0.2 0.0 0.0
H 1.6205 -1.7193 0.3038 0.0 0.2 0.0
H -0.7358 -2.0478 0.0964 0.2 0.1 -0.1
H -0.6750 -0.6817 1.2153 0.3 -0.7 0.3
```
Positions in Å, forces in eV/Å.

Computed properties:
Energy ... -270.40253 a.u.
Relative energy (zero: lowest compared OMol25 entry of this formula, charge and spin) ... 97.5 kcal/mol
LUMO energy (alpha / beta) ... 0.805 / -0.206 eV
Total charge ... 0
Maximum force ... 2.19 eV/Å

***

No. 4
Below is the molecule C5H8O, with properties calculated with ωB97M-V/def2-TZVPD.

```
14
Properties=species:S:1:pos:R:3:forces:R:3
C -2.5280 -0.0813 0.6959 -0.8 2.1 0.9
C -1.1728 -0.5288 0.4006 0.7 -1.2 -0.8
C -0.1729 0.2665 0.1120 -0.8 5.1 -1.1
C 1.1165 -0.0950 -0.3377 1.8 -2.1 0.6
C 2.1356 0.5153 -0.9292 0.5 -0.2 0.6
O 3.4288 0.0269 -1.0368 -1.0 0.5 -0.3
H -3.1623 -0.7945 1.2301 -0.3 -0.3 -1.1
H -2.9548 0.5348 -0.1916 0.2 -1.4 1.7
H -2.3806 0.6034 1.5571 -0.3 0.4 -0.7
H -0.9239 -1.5530 0.1971 -0.3 -0.8 0.4
H -0.3610 1.4354 0.0510 0.1 -2.2 0.4
H 1.3662 -1.0839 0.0395 0.2 -0.4 -0.2
H 2.0881 1.5011 -1.3044 -0.1 0.9 -0.5
H 3.5212 -0.7469 -0.4835 0.0 -0.4 0.2
```
Positions in Å, forces in eV/Å.

Computed properties:
Energy ... -270.47743 a.u.
Relative energy (zero: lowest compared OMol25 entry of this formula, charge and spin) ... 50.5 kcal/mol
LUMO energy ... 1.028 eV
Total charge ... 0
Maximum force ... 5.29 eV/Å

***

No. 5
Below is the molecule C5H8O, with properties calculated with ωB97M-V/def2-TZVPD.

```
14
Properties=species:S:1:pos:R:3:forces:R:3
C 1.6270 0.2157 -0.1692 0.1 0.0 0.0
C 0.2344 0.2216 0.4564 0.4 0.0 -0.1
C -0.4004 -1.2611 0.2322 -0.1 -0.2 0.0
C -1.4284 -0.2806 -0.0817 0.2 0.1 0.1
O -2.0514 0.0563 1.0429 0.0 0.1 0.2
C -0.7760 0.9018 -0.6235 -0.1 0.1 -0.2
H 1.6334 -0.1706 -1.1993 0.0 0.0 0.1
H 2.0285 1.2343 -0.1932 -0.1 -0.1 0.0
H 2.3008 -0.4102 0.4254 -0.1 0.1 0.0
H -0.6582 -1.8597 1.1020 0.1 0.1 -0.2
H 0.1729 -1.7976 -0.5238 -0.1 0.2 0.0
H -1.0845 0.4011 1.4886 -0.4 0.0 0.1
H -1.2975 1.8161 -0.3530 0.1 -0.1 -0.1
H -0.3006 0.9329 -1.6038 -0.1 -0.2 0.1
```
Positions in Å, forces in eV/Å.

Computed properties:
Energy ... -270.37353 a.u.
Relative energy (zero: lowest compared OMol25 entry of this formula, charge and spin) ... 115.7 kcal/mol
LUMO energy ... 0.487 eV
Total charge ... 0
Maximum force ... 0.44 eV/Å

***

No. 6
Below is the molecule C5H8O, with properties calculated with ωB97M-V/def2-TZVPD.

```
14
Properties=species:S:1:pos:R:3:forces:R:3
C -1.0084 0.0571 -1.0836 0.1 0.1 -0.2
C -0.0601 -0.7367 -1.8860 -0.3 -0.1 0.1
C 1.2589 -0.3993 0.3558 0.2 -0.3 -0.1
O 1.4353 0.7995 1.1117 0.1 0.1 0.2
C 0.0302 1.0596 1.1328 -0.3 0.2 0.1
C -0.2903 -0.1767 0.2802 0.0 -0.1 0.1
H -1.0444 1.1157 -1.3645 0.1 -0.2 0.1
H -2.0320 -0.3330 -1.0003 0.2 0.0 0.0
H -0.2367 -1.7866 -1.5579 0.0 0.1 -0.1
H 1.8596 -0.3955 -0.5600 -0.2 0.1 0.1
H 1.5097 -1.2928 0.9392 0.0 0.1 0.0
H -0.2101 2.0236 0.6687 0.0 -0.1 0.1
H -0.3844 1.0286 2.1485 0.1 0.0 -0.1
H -0.8272 -0.9635 0.8154 0.1 0.2 -0.1
```
Positions in Å, forces in eV/Å.

Computed properties:
Energy ... -270.35074 a.u.
Relative energy (zero: lowest compared OMol25 entry of this formula, charge and spin) ... 130.0 kcal/mol
LUMO energy ... -0.118 eV
Total charge ... 0
Maximum force ... 0.40 eV/Å

***

No. 7
Below is the molecule C5H8O, with properties calculated with ωB97M-V/def2-TZVPD.

```
14
Properties=species:S:1:pos:R:3:forces:R:3
C 2.8857 0.1767 -0.1107 0.0 0.0 0.0
C 1.4432 -0.0568 -0.2000 -0.5 0.0 0.0
C 0.2630 -0.2770 -0.3199 0.5 0.1 0.1
C -1.1528 -0.5605 -0.5882 0.0 0.0 -0.1
C -2.1368 -0.0992 0.4901 -0.1 -0.3 -0.1
O -2.0799 1.2853 0.7335 0.2 0.2 0.1
H 3.1599 0.7036 0.8090 -0.1 -0.2 -0.1
H 3.4205 -0.7796 -0.1498 0.0 0.2 0.1
H 3.2219 0.7980 -0.9455 0.0 -0.1 0.0
H -1.4255 -0.0696 -1.5284 0.0 -0.1 0.1
H -1.2805 -1.6390 -0.7369 0.0 0.1 0.0
H -3.1477 -0.2975 0.1195 0.1 0.0 0.1
H -1.9920 -0.6778 1.4162 0.0 0.1 -0.2
H -1.1789 1.4934 1.0111 -0.1 0.0 0.0
```
Positions in Å, forces in eV/Å.

Computed properties:
Energy ... -270.48825 a.u.
Relative energy (zero: lowest compared OMol25 entry of this formula, charge and spin) ... 43.7 kcal/mol
LUMO energy ... 0.904 eV
Total charge ... 0
Maximum force ... 0.55 eV/Å

***

No. 8
Below is a structure of composition C5H8O, with properties calculated with ωB97M-V/def2-TZVPD.

```
14
Properties=species:S:1:pos:R:3:forces:R:3
C -1.1807 0.3673 1.1643 0.0 -0.3 0.1
C -0.9040 0.2980 -0.3204 0.4 -1.3 0.3
C 0.4582 0.5982 -0.8456 0.2 0.1 -0.3
C 1.4987 -0.0878 0.0859 0.4 0.3 0.3
O 0.9066 -1.3920 -0.0864 0.6 -0.2 0.1
C 0.0266 -0.7997 -0.9813 0.1 -0.4 -0.1
H -0.6044 -0.4164 1.6659 -0.1 0.0 0.2
H -2.2404 0.2235 1.3947 0.2 -0.1 -0.1
H -0.8905 1.3325 1.6059 0.0 -0.2 -0.3
H -1.6231 -0.2338 -0.9206 -1.5 1.9 -0.8
H 0.7461 1.3182 -1.6026 -0.1 0.0 0.1
H 1.5561 0.1905 1.1416 0.0 0.1 -0.1
H 2.4863 -0.1126 -0.3748 0.0 0.3 0.1
H -0.2354 -1.2859 -1.9267 -0.2 -0.2 0.6
```
Positions in Å, forces in eV/Å.

Computed properties:
Energy ... -270.42037 a.u.
Relative energy (zero: lowest compared OMol25 entry of this formula, charge and spin) ... 86.3 kcal/mol
LUMO energy ... 1.085 eV
Total charge ... 0
Maximum force ... 2.51 eV/Å

***

No. 9
Below is a structure of composition C5H8O, with properties calculated with ωB97M-V/def2-TZVPD.

```
14
Properties=species:S:1:pos:R:3:forces:R:3
C 1.4104 -0.4034 -0.7017 0.0 0.0 0.1
C 0.0823 -0.0142 -0.0838 0.1 0.1 0.1
C -0.6088 -0.8009 1.0298 0.2 0.3 0.5
C -1.1130 0.3201 -0.9249 0.1 -0.4 -0.9
O -1.2263 1.5469 -0.4576 -0.2 0.7 0.4
C -0.1855 1.3927 0.4408 0.8 0.5 -0.9
H 1.3546 -1.4010 -1.1515 0.0 0.1 0.1
H 2.1958 -0.4229 0.0620 -0.1 0.0 -0.1
H 1.7022 0.3056 -1.4864 -0.1 -0.1 0.2
H -1.0230 -1.7802 0.6878 -0.3 1.0 0.4
H 0.0208 -0.9734 1.9058 0.3 -0.2 -0.2
H -1.9805 -0.2041 -1.3161 0.1 0.1 0.1
H -1.1034 0.2039 1.4009 -1.0 -2.3 0.1
H 0.4745 2.2309 0.5949 0.1 0.3 -0.1
```
Positions in Å, forces in eV/Å.

Computed properties:
Energy ... -270.35881 a.u.
Relative energy (zero: lowest compared OMol25 entry of this formula, charge and spin) ... 124.9 kcal/mol
LUMO energy (alpha / beta) ... 0.555 / 0.729 eV
Total charge ... 0
Maximum force ... 2.51 eV/Å

***

No. 10
Below is a cluster of 2 separate species, C5H8O in total, with properties calculated with ωB97M-V/def2-TZVPD.

```
14
Properties=species:S:1:pos:R:3:forces:R:3
C -1.0514 1.5276 0.5441 0.0 0.1 0.1
C 0.1838 1.0497 0.4231 -0.1 0.8 -0.2
C 0.6613 0.9182 -0.9713 -0.1 -0.1 -0.5
O 0.2158 0.2229 -1.8507 0.1 0.7 0.1
H -1.7576 1.4084 -0.2737 0.1 0.3 0.0
H -1.3557 2.0854 1.4181 -0.3 -0.4 0.2
H 0.9194 1.1248 1.2224 -0.1 0.2 -0.2
H 1.4340 1.6794 -1.1872 0.3 -0.2 -0.1
C -0.0924 -1.4639 0.7055 0.0 -0.8 0.0
C 0.3447 -1.8850 -0.4751 0.0 -0.4 0.3
H -1.1497 -1.3091 0.8966 0.1 -0.2 0.0
H 0.5775 -1.2731 1.5376 0.0 0.0 -0.1
H -0.3350 -2.1386 -1.2795 0.1 0.1 0.1
H 1.4052 -1.9467 -0.7098 -0.2 -0.2 0.1
```
Positions in Å, forces in eV/Å.

Computed properties:
Energy ... -270.44779 a.u.
Relative energy (zero: lowest compared OMol25 entry of this formula, charge and spin) ... 69.1 kcal/mol
LUMO energy ... 0.733 eV
Total charge ... 0
Maximum force ... 0.87 eV/Å

***

No. 11
Below is a cluster of 2 separate species, C5H8O in total, with properties calculated with ωB97M-V/def2-TZVPD.

```
14
Properties=species:S:1:pos:R:3:forces:R:3
C 1.5420 -0.7749 -0.5731 -0.1 0.1 0.1
C 0.3685 -0.3218 -0.1545 0.1 -0.3 -0.3
C -0.8368 -0.9795 0.5195 -0.1 -0.1 0.1
C -1.6818 0.0848 -0.2144 -0.3 -0.2 0.0
O -1.3089 1.3074 0.3993 0.0 0.1 0.0
C -0.4773 0.8104 -0.6525 0.4 0.1 -0.3
H 2.1849 -0.1567 -1.1987 -0.2 -0.2 0.1
H 1.8926 -1.7684 -0.3065 0.0 0.2 0.0
H -0.9806 -2.0405 0.2997 0.0 0.2 -0.2
H -0.9083 -0.8188 1.5985 0.1 -0.1 -0.1
H -2.6481 -0.0017 -0.7043 0.2 0.1 0.2
H -0.2802 1.4764 -1.4868 -0.1 -0.1 0.1
H 1.8158 1.3778 1.1177 0.0 0.1 0.1
H 1.4758 1.9627 1.4262 0.1 0.0 0.0
```
Positions in Å, forces in eV/Å.

Computed properties:
Energy ... -270.41181 a.u.
Relative energy (zero: lowest compared OMol25 entry of this formula, charge and spin) ... 91.7 kcal/mol
LUMO energy ... 1.120 eV
Total charge ... 0
Maximum force ... 0.47 eV/Å

***

No. 12
Below is a cluster of 2 separate species, C5H8O in total, with properties calculated with ωB97M-V/def2-TZVPD.

```
14
Properties=species:S:1:pos:R:3:forces:R:3
C 2.1390 -0.4691 0.1829 0.1 -0.1 0.1
C 0.0472 0.7663 -1.1149 -0.5 0.1 0.0
O -0.6675 -0.3116 -1.3789 0.0 0.2 -0.2
C -1.7061 -0.5630 -0.4111 -0.1 0.0 0.1
C -1.5188 0.5302 0.5794 0.2 0.0 -0.2
C -0.4538 1.2495 0.2048 -0.3 0.0 -0.1
H 2.8087 -1.2188 -0.2328 0.1 0.0 0.1
H 2.6663 0.1828 0.8806 0.1 -0.1 0.0
H 1.3208 -0.9680 0.7128 0.1 0.1 -0.2
H 1.7590 0.1328 -0.6538 0.3 -0.2 0.3
H -2.6509 -0.5300 -0.9612 0.0 0.0 0.1
H -1.5766 -1.5636 0.0169 0.0 0.1 -0.1
H -2.1577 0.6784 1.4406 0.1 -0.1 0.0
H -0.0096 2.0840 0.7345 -0.1 -0.1 -0.1
```
Positions in Å, forces in eV/Å.

Computed properties:
Energy ... -270.42668 a.u.
Relative energy (zero: lowest compared OMol25 entry of this formula, charge and spin) ... 82.3 kcal/mol
LUMO energy ... 0.348 eV
Total charge ... 0
Maximum force ... 0.53 eV/Å

***

> Which value of maximum force does entry 6 give?

0.40 eV/Å